[1]
C21H51FO11 | the ωB97M-V functional and the def2-TZVPD basis

Last column: Löwdin charge in e.
Element x y z (Å)
C1 -2.767 3.043 -1.741  -0.089
C2 -2.414 4.494 -1.393  -0.236
C3 -0.950 4.697 -0.998  -0.194
C4 -0.519 3.817 0.190  -0.135
C5 -0.136 2.427 -0.242  -0.147
C6 0.777 2.125 -1.163  0.065
C7 0.978 0.720 -1.584  -0.326
O1 2.016 0.297 -2.039  0.129
C8 -0.208 -0.193 -1.408  -0.091
C9 -0.372 -1.266 -2.433  -0.319
C10 -0.920 -0.653 -3.716  0.002
F1 -1.266 -2.220 -1.956  -0.014
C11 -1.047 0.053 -0.409  0.090
C12 -0.844 1.269 0.410  -0.314
O2 -1.223 1.364 1.561  0.089
H1 -3.036 2.476 -0.845  0.075
H2 -3.602 2.982 -2.437  0.068
H3 -1.927 2.534 -2.217  0.064
H4 -2.629 5.139 -2.248  0.105
H5 -3.051 4.841 -0.573  0.108
H6 -0.320 4.476 -1.865  0.107
H7 -0.777 5.745 -0.745  0.102
H8 0.311 4.280 0.731  0.124
H9 -1.344 3.740 0.903  0.112
H10 1.385 2.879 -1.653  0.137
H11 0.573 -1.781 -2.612  0.132
H12 -2.009 -0.699 -3.692  0.098
H13 -0.532 -1.149 -4.604  0.090
H14 -0.645 0.401 -3.782  0.076
H15 -1.891 -0.587 -0.183  0.139
C13 1.593 2.048 3.986  -0.149
O3 0.859 0.848 3.843  -0.119
H16 2.477 1.830 4.581  0.083
H17 1.914 2.443 3.017  0.079
H18 1.021 2.827 4.503  0.053
H19 0.089 1.057 3.300  0.027
C14 -2.089 1.656 -6.255  -0.164
O4 -2.817 2.298 -5.215  -0.131
H20 -1.053 1.608 -5.927  0.070
H21 -2.444 0.638 -6.439  0.077
H22 -2.131 2.221 -7.189  0.077
H23 -3.736 2.368 -5.488  0.075
C15 3.322 -3.439 -1.802  -0.150
O5 2.139 -3.774 -2.516  -0.130
H24 4.154 -3.511 -2.499  0.077
H25 3.284 -2.417 -1.413  0.071
H26 3.493 -4.131 -0.974  0.073
H27 1.415 -3.756 -1.881  0.050
C16 -0.449 -5.608 0.053  -0.159
O6 0.939 -5.880 0.063  -0.134
H28 -0.607 -4.718 -0.556  0.062
H29 -1.027 -6.426 -0.391  0.073
H30 -0.840 -5.409 1.055  0.081
H31 1.079 -6.683 0.584  0.048
C17 1.696 -9.259 -0.515  -0.135
O7 0.840 -8.770 0.517  -0.136
H32 2.714 -9.195 -0.143  0.066
H33 1.477 -10.301 -0.759  0.081
H34 1.624 -8.650 -1.418  0.083
H35 -0.068 -8.815 0.202  0.077
C18 5.594 -8.165 -0.764  -0.163
O8 4.867 -8.850 -1.774  -0.130
H36 5.539 -8.780 0.132  0.077
H37 6.646 -8.037 -1.031  0.075
H38 5.162 -7.186 -0.540  0.074
H39 4.893 -8.324 -2.578  0.077
C19 -0.161 5.331 5.452  -0.165
O9 -1.261 4.730 4.782  -0.125
H40 -0.377 6.393 5.540  0.067
H41 -0.017 4.930 6.459  0.083
H42 0.767 5.210 4.887  0.075
H43 -1.092 3.785 4.716  0.038
C20 -2.581 1.332 4.906  -0.156
O10 -3.297 0.614 3.917  -0.112
H44 -2.850 0.927 5.879  0.084
H45 -1.498 1.219 4.788  0.060
H46 -2.841 2.396 4.892  0.072
H47 -3.033 0.991 3.071  0.046
C21 -0.749 7.851 2.750  -0.147
O11 -0.757 6.814 1.778  -0.129
H48 -0.202 8.694 2.335  0.080
H49 -1.761 8.182 2.999  0.083
H50 -0.243 7.528 3.661  0.054
H51 -1.227 6.066 2.162  0.061

As for the orbital gap: 8.8 eV. Its LUMO energy is -1.243 eV. The SMILES is CCCCC1=CC(=O)C([C@H](C)F)=CC1=O.CO.CO.CO.CO.CO.CO.CO.CO.CO. The net charge is 0. Its energy above the lowest of the compared OMol25 structures with the same formula, charge and spin is 0.0000 eV. Its spin multiplicity is 1.

***

[2]
C21H51N6O15 | the ωB97M-V functional and the def2-TZVPD basis

Last column: Mulliken spin population.
Element x y z (Å)
C1 -2.550 -2.220 -0.881  0.000
C2 -3.844 -2.815 -0.239  0.000
O1 -4.080 -2.897 0.970  0.000
N1 -4.795 -3.528 -1.281  0.000
H1 -5.776 -3.564 -1.047  0.000
H2 -4.764 -3.046 -2.169  0.000
C3 -4.183 -4.917 -1.531  0.000
H3 -2.849 -1.505 -1.647  0.000
H4 -2.040 -3.031 -1.402  0.000
H5 -1.979 -1.787 -0.060  0.000
H6 -3.216 -4.921 -2.033  0.000
H7 -4.874 -5.421 -2.207  0.000
H8 -4.134 -5.524 -0.627  0.000
C4 -0.486 5.459 -2.989  0.000
C5 -0.204 3.936 -2.787  0.000
O2 0.942 3.472 -2.581  0.000
N2 -1.348 2.980 -2.989  0.000
H9 -1.420 2.296 -2.250  0.000
H10 -2.255 3.413 -2.896  0.000
C6 -1.361 2.242 -4.305  0.000
H11 0.411 6.060 -3.135  0.000
H12 -1.022 5.841 -2.120  0.000
H13 -1.135 5.432 -3.864  0.000
H14 -0.465 2.498 -4.871  0.000
H15 -2.175 2.307 -5.026  0.000
H16 -1.417 1.202 -3.983  0.000
C7 2.609 3.288 -0.010  0.000
C8 3.643 3.995 0.855  0.000
O3 4.611 3.477 1.290  0.000
N3 3.270 5.415 1.207  0.000
H17 2.346 5.708 0.922  0.000
H18 3.243 5.646 2.190  0.000
C9 4.336 6.275 0.549  0.000
H19 1.664 3.790 -0.217  0.000
H20 2.402 2.251 0.252  0.000
H21 3.115 3.156 -0.966  0.000
H22 5.314 6.136 1.008  0.000
H23 4.112 7.307 0.820  0.000
H24 4.306 6.125 -0.530  0.000
C10 4.954 -2.749 5.225  0.000
C11 3.585 -3.081 4.637  0.000
O4 2.842 -3.979 5.111  0.000
N4 3.176 -2.438 3.251  0.000
H25 4.001 -1.996 2.871  0.000
H26 2.953 -3.270 2.723  0.000
C12 1.971 -1.499 3.291  0.002
H27 5.322 -3.407 6.013  0.000
H28 4.774 -1.852 5.817  0.000
H29 5.737 -2.620 4.478  0.000
H30 1.761 -0.973 2.360  -0.002
H31 2.020 -0.716 4.048  0.000
H32 1.193 -2.134 3.714  0.000
C13 -4.609 0.290 2.164  0.006
C14 -4.344 1.692 1.639  -0.003
O5 -4.110 2.655 2.266  0.000
N5 -4.010 1.804 0.145  0.000
H33 -3.783 2.779 0.008  0.000
H34 -3.097 1.399 -0.009  0.000
C15 -5.157 1.296 -0.750  0.000
H35 -5.356 0.277 2.958  0.000
H36 -3.794 -0.049 2.804  -0.002
H37 -4.865 -0.404 1.364  -0.001
H38 -5.965 1.975 -0.478  0.000
H39 -5.305 0.217 -0.698  0.000
H40 -4.993 1.561 -1.794  0.000
C16 1.048 -2.946 -0.698  0.000
C17 1.992 -3.947 -1.345  0.000
O6 2.943 -3.510 -1.926  0.000
N6 1.900 -5.397 -0.887  0.000
H41 2.117 -5.370 0.099  0.000
H42 0.918 -5.625 -0.936  0.000
C18 2.766 -6.418 -1.732  0.000
H43 1.426 -2.742 0.304  0.000
H44 0.037 -3.316 -0.528  0.000
H45 1.034 -1.969 -1.182  0.000
H46 2.300 -6.596 -2.701  0.000
H47 2.661 -7.302 -1.103  0.000
H48 3.777 -6.012 -1.715  0.000
O7 1.871 1.568 -4.448  0.000
C19 2.181 0.400 -3.869  0.000
O8 1.765 0.345 -2.699  0.000
O9 2.859 -0.390 -4.428  0.000
H49 1.406 1.762 -3.631  0.000
O10 0.792 0.374 0.196  -0.003
C20 -0.485 0.597 0.173  -0.001
O11 -1.211 0.374 1.142  0.006
O12 -1.020 0.842 -0.979  0.001
H50 0.731 0.544 -0.747  0.000
O13 0.170 1.103 3.446  0.019
C21 -0.531 1.111 4.628  -0.080
O14 -1.736 1.240 4.431  0.624
O15 -0.061 1.087 5.760  0.421
H51 -0.502 0.883 2.797  0.011

As for the orbital gap (alpha / beta): 4.7 / 3.4 eV. Its LUMO energy (alpha / beta) is -9.864 / -11.103 eV. The net charge is +4. Its spin multiplicity is 2.

***

These records have electronic energy values of -1758.0673, -2286.2538 hartree, in the order they appear.
These records have max |F| values of 0.31, 6.32 eV/A, in the order they appear.